3 unconnected molecules or ions with the total composition C5H14N4 in a non-equilibrium geometry, computed with ωB97M-V with the def2-TZVPD basis set.

Structure (XYZ):
```
23
Properties=species:S:1:pos:R:3:forces:R:3:lowdin_charge:R:1
H -2.9497 -0.6111 1.1318 0.14 -0.20 -0.21 0.05
H 0.6683 2.0662 -0.0881 -0.03 0.04 -0.06 0.08
H 2.6758 1.0265 0.4800 -0.01 -0.09 0.11 0.06
H 0.8799 0.7587 -2.3595 -0.02 -0.02 0.00 0.09
C -0.2799 1.5318 0.0069 0.46 -0.13 0.15 -0.05
H -0.6665 -1.9074 1.8144 -0.16 0.01 -0.05 0.11
H -0.8597 0.5069 -2.5621 -0.05 0.02 0.06 0.08
H -0.5451 1.5493 1.0632 -0.05 -0.07 -0.01 0.07
C -0.1430 0.1568 -0.5785 2.12 -0.59 0.55 -0.39
H -0.6775 -1.9071 -0.4812 0.02 0.10 0.06 0.13
H 2.1116 -0.9975 -0.6953 0.05 0.13 -0.02 0.04
N -3.3942 -0.2686 0.2084 -0.20 0.29 0.17 -0.05
H -0.7744 -0.2574 1.9548 0.11 -0.08 -0.11 0.08
H 0.2129 -0.8869 -2.4317 0.03 0.00 0.02 0.08
H 3.3109 -0.3714 1.3650 -0.08 0.02 -0.11 0.07
N 1.6224 -0.8322 0.1832 -0.71 0.89 -0.73 -0.07
N -1.0206 -1.0608 1.3914 -0.02 0.24 -0.44 0.06
C 2.3844 0.0887 0.9860 0.16 0.26 0.18 -0.25
H -1.0376 2.0944 -0.5417 -0.03 -0.08 -0.04 0.09
N -2.6364 -0.2062 -0.6974 0.44 -0.74 0.38 0.01
C -0.7268 -0.9596 0.0407 -2.24 0.07 0.01 -0.29
C 0.0387 0.1262 -2.0708 0.03 -0.09 0.22 -0.06
H 1.8065 0.3607 1.8805 0.05 0.03 -0.10 0.06
```
Forces are in eV/Å.

Properties
HOMO level (spin up / spin down) = -6.59 / -6.74 eV
LUMO level (spin up / spin down) = 0.0298 / 0.0298 Eh
Total energy = -11367.729 eV

***

2 unconnected molecules or ions with the total composition C5H14N5P in a non-equilibrium geometry, computed with ωB97M-V with the def2-TZVPD basis set.

Structure (XYZ):
```
25
Properties=species:S:1:pos:R:3:forces:R:3:lowdin_charge:R:1
H 2.3917 -1.9893 0.8636 -0.62 -0.92 2.99 0.07
C -2.4191 -2.0980 0.7709 -0.58 0.57 -0.71 -0.18
H -3.0806 -1.3842 -2.1523 2.24 0.67 2.40 0.21
P -1.6981 -0.9815 -0.4279 -2.78 -1.56 -1.66 0.86
H -3.4341 -1.9078 0.5467 -1.77 0.25 0.04 0.02
N -0.1525 -1.0956 -0.3984 0.10 0.53 -0.87 -0.06
H 2.7035 1.5012 -0.9036 1.46 -0.89 -0.35 0.12
C 2.8968 0.8016 -0.0587 -0.87 -0.11 -1.53 0.02
H -0.7898 3.6309 0.1990 3.13 2.09 0.14 0.11
N 0.1512 1.2538 -0.1194 1.18 -0.49 -0.55 0.21
C 2.5171 -1.6493 -0.0850 -0.28 -0.03 -3.78 0.02
H 2.6960 1.5278 0.6969 -0.41 -0.25 1.81 0.08
H -2.3018 -1.8430 1.8179 0.68 -0.26 0.10 0.08
H -2.3183 3.3168 0.1447 -1.28 -0.36 0.07 0.15
H -2.3762 -3.1443 0.4518 0.82 0.11 0.24 0.09
H 1.9041 -2.2996 -0.7830 1.62 0.24 0.67 0.13
H -3.0319 0.8588 -0.0717 -1.20 0.97 0.05 0.13
C 0.6267 -0.0277 -0.3654 1.82 -3.39 1.31 -0.33
N -2.0608 0.6849 -0.0881 0.31 -1.36 -0.17 0.03
H 3.6207 -1.5066 -0.2309 -1.26 -0.78 -0.56 0.12
C -1.1442 1.6386 -0.0270 0.56 0.63 0.07 -0.34
N 1.9314 -0.3352 -0.2592 -0.56 4.48 0.96 -0.10
H 0.9119 1.8045 0.2155 -0.04 1.28 0.19 0.14
H 3.8655 0.3238 0.1403 -0.17 0.99 -0.67 0.11
N -1.4094 2.9191 0.1234 -2.08 -2.39 -0.18 0.30
```
Forces are in eV/Å.

Properties
Net charge = +2
HOMO level (spin up / spin down) = -16.92 / -16.92 eV
LUMO level (spin up / spin down) = -0.3186 / -0.3187 Eh
Total energy = -22132.315 eV

***

2 unconnected molecules or ions with the total composition C5H14NO in a non-equilibrium geometry, computed with ωB97M-V with the def2-TZVPD basis set.

Structure (XYZ):
```
21
Properties=species:S:1:pos:R:3:forces:R:3:lowdin_charge:R:1
H -1.4841 -2.6967 0.4123 0.59 -2.00 0.66 0.02
H 2.1063 0.1579 1.5198 -0.91 -0.56 0.01 0.05
H -2.8067 -1.5912 0.1734 0.08 0.12 0.53 0.05
C 1.3381 2.1419 1.1110 0.46 0.16 -0.17 -0.29
C -1.5536 -1.6838 -1.5081 0.91 -1.33 0.84 -0.36
H -2.1268 -2.5330 -1.9606 0.25 0.74 0.02 0.09
C 0.0452 1.6877 0.3617 0.16 -0.43 -0.27 -0.51
H -0.7096 1.5693 1.1870 -0.16 0.32 -0.09 0.07
H -1.9494 -0.7207 -1.8046 -0.07 0.29 -0.39 0.08
H 2.1448 2.3473 0.3472 -0.76 -0.04 0.62 0.09
O 0.1733 0.5146 -0.3308 0.26 1.10 0.28 -0.36
C 1.8876 1.0571 2.0834 0.02 1.09 -1.24 -0.15
N -0.1246 -1.8922 -1.8117 0.01 -0.29 -0.26 -0.04
H -1.0728 -0.9439 0.4870 -1.10 -1.09 -0.69 0.07
H 2.9032 1.3481 2.3195 0.19 0.42 1.02 0.04
C -1.7350 -1.7694 0.0266 -0.03 3.07 -1.02 -0.14
H 1.2003 0.9698 2.9350 0.49 -0.44 -0.10 0.06
H -0.2992 2.5894 -0.2772 0.26 -0.75 0.58 0.08
H 0.0987 -1.8855 -2.8080 -0.34 0.17 0.36 0.04
H 0.4424 -1.1741 -1.3511 -0.46 0.19 -0.06 0.02
H 1.1449 3.0906 1.7011 0.17 -0.75 -0.63 0.09
```
Forces are in eV/Å.

Properties
Net charge = -1
HOMO level = -2.79 eV
LUMO level = 0.1600 Eh
Total energy = -8949.010 eV

***

2 unconnected molecules or ions with the total composition C5H14NO in a non-equilibrium geometry, computed with ωB97M-V with the def2-TZVPD basis set.

Structure (XYZ):
```
21
Properties=species:S:1:pos:R:3:forces:R:3:lowdin_charge:R:1
H 1.6046 1.8684 -0.0057 -0.67 -0.31 -0.75 0.14
H -0.0608 -0.0447 -2.2696 0.51 -0.21 -0.69 0.10
H 1.4832 0.6873 1.0865 -0.23 -0.42 0.60 0.11
H -3.2829 -0.1360 3.5630 0.32 0.18 -0.14 0.09
C 1.5255 -1.5826 -2.8908 -1.49 -0.45 0.67 -0.08
H -2.4168 0.9566 4.1874 0.19 0.08 -0.09 0.09
N -1.1105 0.0983 1.0926 0.22 -1.01 -0.09 0.18
C 1.0327 0.9246 0.1278 0.23 0.66 0.69 -0.20
C 0.8759 -0.5573 -2.0023 0.15 1.22 1.82 -0.15
H -0.8956 1.2067 -0.6761 -0.59 0.17 -0.36 0.11
H 0.8494 -2.4783 -2.9271 0.64 0.70 -0.45 0.10
H -1.6016 0.2051 2.0427 0.48 0.87 -0.77 0.11
C -0.4604 1.1898 0.3017 0.62 1.73 0.35 -0.15
H 2.1297 -0.8662 -0.3878 0.49 0.55 -0.44 0.11
H 2.4723 -1.9053 -2.4620 0.07 0.14 -0.21 0.08
H -1.7804 -0.3652 0.4689 0.37 -0.31 0.39 0.17
H -0.2819 -0.4839 1.2444 -0.68 -0.85 0.14 0.15
C 1.4024 -0.1686 -0.8158 -0.02 -1.73 -0.77 -0.14
O -2.5019 0.4180 3.3912 -0.59 -0.32 0.32 -0.03
H 1.6369 -1.1176 -3.8714 0.15 -0.45 -0.07 0.08
H -0.6197 2.1506 0.8022 -0.15 -0.25 -0.15 0.14
```
Forces are in eV/Å.

Properties
Net charge = +1
HOMO level = -12.70 eV
LUMO level = -0.1159 Eh
Total energy = -8942.478 eV

***

These records have energy above the lowest of the compared OMol25 structures with the same formula, charge and spin values of 452.0; 243.8; 62.2; 147.6 kJ/mol, in the order they appear.